Entry 1:
The following is a quantum chemistry calculation of a cluster of 4 separate species, C57H45N2O10 in total in a non-equilibrium geometry, from the Open Molecules 2025 dataset.

Output
Kohn-Sham gap: 6.05 eV
LUMO: -4.8769 eV

The geometry in ORCA input format:
```
! wB97M-V def2-TZVPD RIJCOSX def2/J DEFGRID3
* xyz 1 1
C -4.09321 9.20700 -0.18260
C -3.14887 8.25503 0.63911
C -3.97427 7.34099 1.62349
C -3.67325 5.83956 1.29124
C -2.37328 5.29002 1.96589
N -1.32819 4.85269 1.00402
C -1.71014 3.98309 0.03900
C -0.80975 3.52590 -0.94530
C 0.54233 4.01998 -0.88635
C 1.54057 3.54639 -1.95885
O 2.60004 3.08104 -1.68571
O 1.14788 3.63637 -3.26898
C 0.92192 4.92031 0.15411
N 2.29178 5.33421 0.17909
C 2.44622 6.76217 0.07280
C 3.88279 7.31765 -0.15794
O 1.53643 7.55260 0.11064
C 3.05985 4.75025 1.30901
C 3.16765 5.41285 2.70392
O 3.59858 3.68812 1.16069
C -0.06504 5.30451 1.09427
H -3.48782 9.67369 -0.98310
H -4.51319 9.99268 0.47639
H -4.91518 8.64795 -0.66965
H -2.61094 7.62502 -0.10820
H -2.38658 8.87032 1.15503
H -5.04329 7.49450 1.35967
H -3.80491 7.58383 2.69192
H -4.52802 5.24093 1.68223
H -3.70260 5.73924 0.18912
H -2.64773 4.42066 2.60161
H -1.97417 6.04963 2.66923
H -2.75788 3.65077 0.04278
H -1.10198 2.83491 -1.74207
H 0.28111 4.08097 -3.25981
H 4.59503 6.50914 0.10877
H 4.01675 7.57921 -1.22796
H 4.06795 8.19935 0.48643
H 3.20972 6.51636 2.65445
H 4.05665 4.96621 3.18901
H 2.27789 5.07129 3.28268
H 0.22726 5.98790 1.90700
C -0.25295 0.93485 0.84654
C -0.47679 1.04658 -0.52166
C -0.43902 -0.07801 -1.33073
C -0.16399 -1.32280 -0.77018
C 0.08266 -1.43020 0.59759
C 0.02633 -0.29994 1.40609
C 0.42659 -2.74853 1.20560
O 0.63474 -2.83543 2.39581
C 0.51351 -3.93659 0.32339
C 0.88778 -5.16119 0.86137
C 0.95912 -6.28153 0.04880
C 0.64776 -6.18551 -1.30476
C 0.27934 -4.96600 -1.84852
C 0.21996 -3.83564 -1.04025
C -0.14126 -2.53089 -1.64069
O -0.41146 -2.43921 -2.82180
H -0.29194 1.81836 1.47888
H -0.69597 2.07679 -0.97732
H -0.61844 0.01056 -2.39735
H 0.20551 -0.38475 2.47071
H 1.12795 -5.24153 1.91354
H 1.25607 -7.23419 0.46942
H 0.69740 -7.06408 -1.93589
H 0.04255 -4.89420 -2.90242
C -7.52174 -9.15619 -1.59348
C -7.88584 -8.59485 -0.37306
C -7.39541 -7.35195 -0.00566
C -6.52888 -6.66911 -0.85174
C -6.14478 -7.24336 -2.06570
C -6.65306 -8.48300 -2.43758
C -5.18141 -6.54962 -2.95974
O -4.84907 -7.04516 -4.01702
C -4.62451 -5.23892 -2.53030
C -3.67848 -4.60170 -3.32710
C -3.16255 -3.37424 -2.94301
C -3.59682 -2.77339 -1.76454
C -4.53454 -3.40611 -0.96481
C -5.04442 -4.64448 -1.33957
C -6.02363 -5.32944 -0.45527
O -6.39869 -4.80514 0.57470
H -7.91321 -10.12361 -1.88285
H -8.55508 -9.12819 0.29063
H -7.68469 -6.91591 0.94197
H -6.36777 -8.92491 -3.38368
H -3.34082 -5.06521 -4.24548
H -2.42451 -2.88324 -3.55986
H -3.19732 -1.80943 -1.46853
H -4.86651 -2.93810 -0.04650
C 4.70013 1.52623 0.05214
C 3.53166 0.76988 0.02688
C 3.56311 -0.57037 0.37058
C 4.76220 -1.17091 0.73166
C 5.93815 -0.42301 0.73635
C 5.90096 0.92915 0.40627
C 7.23825 -1.06133 1.07343
O 8.26303 -0.41020 1.08186
C 7.25875 -2.51357 1.39104
C 8.47157 -3.14065 1.65295
C 8.50082 -4.49129 1.96280
C 7.31674 -5.22034 2.02136
C 6.10560 -4.60157 1.75580
C 6.07270 -3.25005 1.43082
C 4.77307 -2.60574 1.11368
O 3.73605 -3.24085 1.15959
H 4.67705 2.56758 -0.20805
H 2.59675 1.22829 -0.25994
H 2.65268 -1.15141 0.35339
H 6.81120 1.51513 0.42118
H 9.39467 -2.57668 1.61155
H 9.44729 -4.97870 2.16144
H 7.34093 -6.27402 2.27057
H 5.18678 -5.17254 1.79757
*
```

Here are the Löwdin charges for atoms 1 to 99, given in e:
1 C -0.110
2 C -0.252
3 C -0.194
4 C -0.182
5 C -0.087
6 N -0.026
7 C 0.028
8 C -0.026
9 C 0.042
10 C -0.421
11 O 0.175
12 O 0.145
13 C -0.091
14 N 0.073
15 C -0.436
16 C 0.032
17 O 0.105
18 C -0.371
19 C 0.035
20 O 0.133
21 C 0.085
22 H 0.073
23 H 0.081
24 H 0.075
25 H 0.093
26 H 0.105
27 H 0.111
28 H 0.116
29 H 0.120
30 H 0.111
31 H 0.144
32 H 0.138
33 H 0.167
34 H 0.141
35 H 0.119
36 H 0.086
37 H 0.105
38 H 0.100
39 H 0.089
40 H 0.107
41 H 0.097
42 H 0.161
43 C -0.051
44 C -0.076
45 C 0.022
46 C -0.075
47 C -0.084
48 C 0.010
49 C -0.289
50 O 0.124
51 C -0.085
52 C 0.006
53 C -0.041
54 C -0.044
55 C 0.007
56 C -0.078
57 C -0.279
58 O 0.081
59 H 0.105
60 H 0.009
61 H 0.128
62 H 0.129
63 H 0.127
64 H 0.112
65 H 0.112
66 H 0.124
67 C -0.053
68 C -0.054
69 C 0.000
70 C -0.085
71 C -0.084
72 C 0.001
73 C -0.278
74 O 0.109
75 C -0.078
76 C 0.011
77 C -0.060
78 C -0.058
79 C 0.000
80 C -0.082
81 C -0.279
82 O 0.103
83 H 0.109
84 H 0.109
85 H 0.121
86 H 0.122
87 H 0.124
88 H 0.093
89 H 0.100
90 H 0.119
91 C -0.068
92 C -0.049
93 C 0.016
94 C -0.076
95 C -0.079
96 C 0.017
97 C -0.277
98 O 0.108
99 C -0.082

***

Entry 2:
The following is a quantum chemistry calculation of a structure of composition C57H47CoN5O2P2S2Si in a non-equilibrium geometry, from the Open Molecules 2025 dataset.

Output
ΔE to the lowest compared entry with this formula, charge and spin: 0.000 eV
Expectation value of S²: 0.863
Kohn-Sham gap (alpha / beta): 6.19 / 6.20 eV
LUMO (alpha / beta): -0.2001 / -0.2064 eV

The geometry in ORCA input format:
```
! wB97M-V def2-TZVPD RIJCOSX def2/J DEFGRID3
* xyz 0 2
Co 1.06022 0.16274 -0.31612
C 4.11391 1.37841 1.51230
Si 2.46618 1.53027 0.61822
C 2.83191 2.73385 -0.87430
C 3.30421 4.04395 -0.77865
C 3.50302 4.83441 -1.90285
C 3.26078 4.32078 -3.16947
C 2.84283 3.00589 -3.30551
C 2.62398 2.22335 -2.17692
P 2.21140 0.44545 -2.21849
C 3.76602 -0.30966 -2.79640
C 3.80971 -1.18540 -3.87672
C 5.01228 -1.76433 -4.25996
C 6.17823 -1.47257 -3.57035
C 6.14304 -0.59291 -2.49592
C 4.94493 -0.01676 -2.11155
C 0.93640 -0.17862 -3.39104
C 0.51501 -1.44608 -2.93889
C -0.73240 -2.17384 -3.40881
C -1.36729 -1.40830 -4.53247
C -1.04871 -0.12965 -4.78116
C 0.02659 0.57117 -4.08548
C 1.35569 2.33140 2.02318
C 1.95212 3.45737 2.60770
C 1.40539 4.17408 3.65787
C 0.20504 3.75553 4.20104
C -0.40547 2.63072 3.68019
C 0.13854 1.90944 2.60132
P -1.12020 0.63134 2.16986
C -1.66713 0.04303 3.80184
C -0.68083 -0.30882 4.72953
C -1.03113 -0.88079 5.93885
C -2.36688 -1.10781 6.23971
C -3.35105 -0.74382 5.33647
C -3.00643 -0.16495 4.12361
C -2.48178 1.44177 1.31179
C -2.41695 2.81482 1.08129
C -3.48015 3.47489 0.48334
C -4.61281 2.77312 0.10448
C -4.68302 1.40316 0.32406
C -3.62724 0.74008 0.92344
H 4.56973 2.35706 1.68788
H 4.79992 0.78792 0.90305
H 4.00892 0.86189 2.46788
H 3.51424 4.47208 0.19627
H 3.85340 5.85342 -1.79191
H 3.41772 4.93495 -4.04702
H 2.69745 2.58223 -4.29313
H 2.90333 -1.41109 -4.42311
H 5.03424 -2.44425 -5.10218
H 7.11399 -1.92790 -3.86818
H 7.04957 -0.36066 -1.95215
H 4.92582 0.67028 -1.27413
H 1.24286 -2.06217 -2.42138
H -0.47933 -3.18756 -3.73222
H -2.11923 -1.90659 -5.13515
H -1.57803 0.40317 -5.56423
H 0.18584 1.62404 -4.28294
H 2.90382 3.79327 2.21365
H 1.91804 5.04410 4.04841
H -0.25410 4.27876 5.02895
H -1.33828 2.32064 4.13411
H 0.36696 -0.13780 4.51340
H -0.25516 -1.15756 6.63985
H -2.63950 -1.56974 7.17955
H -4.39325 -0.91649 5.56663
H -3.79236 0.12732 3.44959
H -1.53322 3.37501 1.35094
H -3.40839 4.53951 0.30475
H -5.43832 3.28824 -0.36885
H -5.56057 0.84436 0.02757
H -3.71383 -0.32694 1.09035
O -2.77561 -6.68876 -1.87307
C -1.89934 -6.10356 -1.03258
O -1.52693 -6.68517 -0.04827
C -1.48739 -4.70244 -1.33076
C -0.23059 -4.24556 -0.73955
C 0.03086 -2.94915 -0.60573
C -0.98782 -1.89595 -0.94826
C -1.78451 -2.40809 -2.15749
C -2.23546 -3.83044 -2.01484
N -0.41951 -0.62849 -1.36212
C -1.29056 0.25968 -1.85742
C -1.16028 1.64399 -1.57876
C -2.01880 2.58704 -2.19523
C -1.84611 3.91916 -1.95524
C -0.82517 4.31762 -1.08121
C -0.06467 3.34086 -0.48816
N -0.21134 2.01843 -0.69507
H -2.89532 -6.13387 -2.65324
H 0.48741 -4.98876 -0.41603
H 0.97200 -2.62804 -0.17939
H -2.66093 -1.79301 -2.35222
H -3.19240 -4.10864 -2.44592
H -2.16568 -0.03349 -2.41781
H -2.77232 2.22681 -2.88411
H -2.47771 4.65233 -2.44178
H -0.62780 5.35779 -0.86445
H 0.70419 3.63496 0.20838
N -1.92685 -5.48667 2.68155
C -2.59264 -4.32546 2.70140
S -4.08389 -4.13653 3.37982
C -1.87036 -3.19845 2.05183
C -2.47709 -2.46613 1.11401
C -1.72142 -1.42613 0.37027
N -0.69724 -0.75718 1.27824
C 0.01140 -1.68875 2.11819
C -0.50460 -2.87403 2.44041
H -2.41196 -6.30616 3.01053
H -1.18997 -5.63373 2.00519
H -3.50480 -2.67073 0.83719
H -2.38760 -0.64403 0.01151
H 0.95995 -1.34482 2.50634
H 0.08314 -3.53841 3.05975
S 3.01675 -1.63690 0.44670
C 3.05750 -1.81751 2.10527
N 3.07124 -1.87986 3.26684
*
```

Here are the Löwdin charges for atoms 1 to 99, given in e:
1 Co 0.039
2 C -0.215
3 Si 0.571
4 C -0.279
5 C -0.096
6 C -0.079
7 C -0.081
8 C -0.076
9 C -0.347
10 P 1.074
11 C -0.327
12 C -0.081
13 C -0.082
14 C -0.086
15 C -0.072
16 C -0.098
17 C -0.358
18 C -0.117
19 C -0.162
20 C -0.069
21 C -0.088
22 C -0.084
23 C -0.231
24 C -0.102
25 C -0.053
26 C -0.061
27 C -0.111
28 C -0.264
29 P 1.160
30 C -0.298
31 C -0.082
32 C -0.052
33 C -0.062
34 C -0.072
35 C -0.059
36 C -0.253
37 C -0.077
38 C -0.069
39 C -0.056
40 C -0.049
41 C -0.101
42 H 0.027
43 H 0.008
44 H 0.028
45 H 0.092
46 H 0.102
47 H 0.102
48 H 0.109
49 H 0.096
50 H 0.102
51 H 0.101
52 H 0.106
53 H 0.086
54 H 0.111
55 H 0.141
56 H 0.105
57 H 0.103
58 H 0.104
59 H 0.082
60 H 0.111
61 H 0.110
62 H 0.106
63 H 0.116
64 H 0.113
65 H 0.110
66 H 0.109
67 H 0.099
68 H 0.099
69 H 0.116
70 H 0.111
71 H 0.112
72 H 0.094
73 O 0.126
74 C -0.469
75 O 0.109
76 C -0.134
77 C 0.003
78 C -0.039
79 C -0.333
80 C -0.129
81 C 0.025
82 N -0.073
83 C -0.171
84 C -0.256
85 C -0.030
86 C -0.089
87 C -0.077
88 C -0.173
89 N 0.089
90 H 0.100
91 H 0.131
92 H 0.010
93 H 0.130
94 H 0.124
95 H 0.114
96 H 0.121
97 H 0.113
98 H 0.107
99 H 0.083